No. 1
Molecular formula: C31H59N6O4
Method: DFT, the ωB97M-V functional and the def2-TZVPD basis

Results
Multiplicity: 1
Gap between HOMO and LUMO: 6.49 eV
DFT total energy: -50228.306 eV
Total charge: +1
HOMO: -9.3847 eV
M: 579.851 Da

Positions of all 100 atoms, in Å:
O  10.08519  -5.51160  -2.70428
O  5.53894  -1.83895  -3.37330
O  1.16648  -0.52986  0.68247
O  7.07803  -0.45049  -2.59198
N  2.67257  -1.81090  -1.05029
N  3.87989  5.06192  0.67421
N  10.34823  -3.33649  -3.27568
N  2.63615  5.80421  -1.17381
N  -7.28379  3.41491  1.27718
N  3.39855  7.34056  0.46654
C  2.53437  -0.13533  0.67754
C  8.92384  -3.09559  -3.15256
C  3.23695  6.08490  -0.09545
C  11.22806  -2.24802  -3.65308
C  5.74098  -1.54680  -1.00764
C  10.79869  -4.58332  -3.02868
C  -3.76426  -2.08340  1.30106
C  -6.29174  -2.14612  0.89752
C  -8.39585  1.27273  0.59844
C  2.95972  3.98251  1.03687
C  -8.92904  0.67308  -0.71265
C  6.21111  -1.22026  -2.38130
C  3.01523  0.30792  2.05691
C  3.46427  -1.18555  0.06897
C  -8.72737  -1.65986  0.33768
C  1.57921  -2.66320  -0.46538
C  -1.32794  -2.59458  1.83638
C  -9.54224  -0.71760  -0.54445
C  -6.18800  2.84056  1.87900
C  -2.71036  -3.17640  1.52310
C  -0.65097  -2.05634  0.56666
C  -7.32661  -1.96167  -0.20318
C  -5.39530  3.84672  2.41494
C  3.71692  2.70147  1.37977
C  -6.03443  5.08037  2.13484
C  -8.38704  2.79231  0.55730
C  2.89307  1.81198  2.30844
C  -4.90364  -2.48160  0.34358
C  -7.19687  4.77282  1.43457
C  0.87236  -1.91359  0.68346
C  4.68647  -0.51086  -0.55423
H  -9.63369  1.35106  -1.18906
H  8.37996  -3.74346  -3.84229
H  -7.38859  0.89294  0.73166
H  2.24560  6.63581  -1.60839
H  8.59403  -3.32877  -2.13637
H  -8.64347  -1.27300  1.35170
H  3.76684  -1.95975  0.76886
H  1.84166  2.09480  2.29578
H  -6.62240  -2.94563  1.56230
H  2.58238  0.73002  0.01279
H  -6.03942  1.77900  1.89789
H  0.92106  -2.95556  -1.27488
H  3.42691  7.30569  1.47568
H  -8.07549  0.57337  -1.38349
H  1.16652  -2.38272  1.62356
H  -9.00190  0.91093  1.42614
H  -10.54744  -0.62867  -0.13087
H  -4.84374  -3.52890  0.05672
H  2.48961  -0.22754  2.84486
H  -0.70635  -3.32720  2.34642
H  -4.79665  -1.89222  -0.56779
H  5.11141  0.20508  0.13688
H  4.06903  0.03711  2.16262
H  -6.98993  -1.19240  -0.89854
H  4.59927  4.66745  0.07704
H  2.22705  3.79181  0.24992
H  -9.64740  -1.18606  -1.52331
H  4.66458  2.99190  1.82912
H  -3.03247  -3.85790  2.30674
H  3.94273  2.21462  0.42870
H  -5.68218  6.05984  2.39957
H  4.31601  0.04702  -1.41604
H  -9.33254  3.19807  0.90679
H  -6.23204  -1.24345  1.50713
H  3.27002  -2.35505  -1.67357
H  -9.27049  -2.59986  0.42561
H  12.25468  -2.60410  -3.69713
H  -1.04313  -1.06351  0.36410
H  2.06359  -3.55092  -0.06990
H  3.24418  1.98528  3.32349
H  -4.17041  -1.80715  2.27230
H  2.38438  4.28354  1.91399
H  5.28845  -2.54019  -1.01464
H  11.16864  -1.43863  -2.92284
H  -1.50803  -1.75175  2.50348
H  6.56897  -1.56454  -0.31086
H  -2.65170  -3.77046  0.60861
H  -8.30482  3.09057  -0.48997
H  -7.92868  5.46400  1.05692
H  5.43781  -1.22259  -4.11178
H  -4.46607  3.71375  2.93874
H  2.70234  7.99763  0.14356
H  11.89040  -4.68559  -3.14481
H  2.23209  -1.03639  -1.54873
H  10.95104  -1.85645  -4.63369
H  8.71172  -2.05833  -3.38069
H  -0.93750  -2.68890  -0.27166
H  -3.28119  -1.19423  0.89967
H  -7.34505  -2.88999  -0.77744

---

No. 2
Molecular formula: C31H60BFO26
Method: DFT, the ωB97M-V functional and the def2-TZVPD basis

Results
Multiplicity: 1
Gap between HOMO and LUMO: 11.11 eV
DFT total energy: -89752.237 eV
HOMO: -10.7954 eV
M: 878.605 Da

Positions of all 119 atoms, in Å:
F  -1.31583  -2.59955  -2.96262
O  -2.08158  -4.20656  0.19411
O  3.78691  -1.68089  2.34619
O  -10.50835  7.42351  -5.50202
O  4.76659  3.32410  -0.59402
O  -1.26036  -0.91166  5.69992
O  4.26768  -5.71510  8.72563
O  2.69823  -6.55338  10.12616
O  0.63332  -0.68893  0.27822
O  2.04903  -5.58421  8.30944
O  -9.70348  6.11557  -3.84173
O  1.11239  -2.08446  -1.41036
O  4.46161  -2.60939  4.17126
O  1.30553  0.83855  -6.50736
O  4.23532  1.34772  -1.56311
O  -2.87805  -2.32768  5.51198
O  2.97261  -0.02270  -5.43872
O  -1.13781  -2.48818  4.07669
O  3.16682  2.09434  -6.21067
O  -3.50238  -2.56104  -0.82359
O  -4.75232  0.78639  -3.29494
O  -0.90744  -1.29825  -1.22206
O  -3.46677  2.23310  -4.47134
O  6.24290  2.10532  -1.79840
O  -8.40774  7.55017  -5.02058
O  6.01255  -1.79419  2.73504
O  -5.56055  2.07238  -4.97078
C  5.05164  2.35585  -1.24906
C  -1.69861  -1.96186  5.00608
C  -0.17255  0.46046  4.00647
C  2.08571  2.44321  -1.91268
C  2.54302  1.07471  -6.06605
C  -6.73977  5.79074  -4.74074
C  0.33628  -1.25524  -0.64604
C  3.12127  -5.93301  9.02468
C  0.69239  1.91255  -7.23556
C  4.27043  -5.81093  11.83829
C  2.88916  1.46580  -1.07916
C  3.72698  -6.97345  11.03344
C  1.23017  2.00212  -8.64866
C  4.87149  -2.00947  3.05097
C  0.32469  -3.29343  -1.31835
C  -4.60595  1.61704  -4.15450
C  -11.78197  6.80142  -5.32667
C  -0.00650  -0.36386  5.26420
C  -9.55247  6.94786  -4.69856
C  4.32437  0.05571  -4.97600
C  -1.05882  -2.68092  -1.61960
C  6.04310  -1.82891  5.85384
C  -6.82560  1.42970  -4.80357
C  7.20214  3.14875  -1.61581
C  5.49740  -3.01066  5.07930
C  4.05564  -0.94586  1.14924
C  -1.78142  0.49704  -4.16022
C  -7.25702  7.13418  -4.27068
C  2.35551  -4.83098  7.13573
C  -3.51355  -3.39546  4.80580
C  -2.31702  1.83755  -3.70747
B  -2.30593  -3.17440  -0.69310
H  6.76174  -2.16210  6.60267
H  -1.48721  -3.88882  0.89103
H  -0.93371  1.22985  4.14636
H  6.54010  -1.12042  5.19190
H  -4.38722  -3.68498  5.38343
H  -6.76982  0.39759  -5.14788
H  1.43387  -4.71751  6.57106
H  -7.46791  5.00167  -4.55481
H  4.98455  -6.16285  12.58303
H  2.48181  3.45432  -1.82524
H  -2.55138  1.83603  -2.64237
H  -7.15198  1.46729  -3.76622
H  0.81307  2.85443  -6.69936
H  4.41571  0.05218  1.39966
H  -5.81589  5.53270  -4.22287
H  6.91531  4.02618  -2.19412
H  0.58089  -4.05610  -2.03635
H  0.34609  0.26866  6.07744
H  2.72288  -3.84279  7.41208
H  -0.85970  0.24850  -3.63494
H  2.28913  2.25812  -8.65080
H  2.44921  0.47495  -1.16003
H  3.25960  -7.69539  11.70122
H  -7.48403  7.12672  -3.20435
H  -11.74650  5.77014  -5.67600
H  0.72724  -1.15914  5.12795
H  -2.85143  -4.25400  4.71218
H  -1.58445  0.50615  -5.23378
H  7.30771  3.40558  -0.56379
H  6.28806  -3.54116  4.54844
H  4.77486  -1.46403  0.51779
H  3.45903  -5.28597  12.34481
H  -3.83566  -3.05511  3.82222
H  5.23325  -1.29313  6.35213
H  5.03712  -3.71607  5.77011
H  -0.49236  -0.16292  3.17226
H  -12.09778  6.83833  -4.28601
H  3.08467  -5.34786  6.51458
H  2.88444  1.73849  -0.02359
H  -2.50269  -0.29715  -3.97420
H  8.15363  2.77620  -1.98577
H  -6.49950  7.89823  -4.43806
H  -7.54145  1.96921  -5.41832
H  -0.37362  1.69022  -7.26392
H  -12.49436  7.35578  -5.93196
H  3.11760  -0.85713  0.61098
H  4.50862  -0.83170  -4.37655
H  0.41767  -3.56893  -0.27214
H  2.12894  2.16909  -2.96907
H  1.04374  2.45316  -1.58987
H  5.00968  0.06130  -5.82291
H  0.69184  2.76232  -9.21505
H  -3.71665  -2.48264  -1.76386
H  4.51839  -7.49279  10.49257
H  0.76877  0.93855  3.73489
H  4.47854  0.93697  -4.35642
H  4.77269  -5.08826  11.19612
H  -1.56568  2.60910  -3.87272
H  1.12808  1.04172  -9.15633
H  -6.55055  5.80792  -5.81513